Entry 1:
A 3-piece molecular cluster, C25H29ClF16N3O3 overall, computed with ωB97M-V/def2-TZVPD.

Properties
- E_tot (hartree) = -3417.862504
- Kohn-Sham gap (eV) = 8.74

```
! wB97M-V def2-TZVPD RIJCOSX def2/J DEFGRID3
* xyz 1 1
Cl -1.7039 1.6926 6.7346
F -0.3106 2.4322 -3.6819
F 2.3559 4.1605 -2.2338
F 2.3302 6.6182 -6.3573
F 1.7178 2.4543 -4.4705
F -6.3594 -6.9842 -2.7419
F 4.7064 5.9575 -5.3266
F -5.2645 -3.2109 -1.6810
F 3.9108 4.0545 -4.5908
F -3.7039 -1.7967 -1.0585
F -6.8015 -5.2625 -0.7431
F 2.3289 6.3593 -4.1747
F -4.5157 -5.8605 -2.3604
F 1.6350 2.1359 -1.8170
F -2.9969 -4.3184 -0.4049
F -3.4011 -2.9536 1.2578
F -6.6874 -7.3231 -0.0532
O 0.5080 4.3543 -4.3468
O 1.8898 0.9558 2.7205
O -4.9957 -5.9998 0.3825
N -2.2381 1.3563 4.1182
N -0.3235 1.4586 3.1337
N -3.3512 0.0034 1.8320
C -4.8852 -4.7293 0.9737
C 0.8272 3.1692 -3.7677
C -2.3451 1.0574 1.6399
C 3.7482 5.0281 -5.5130
C 1.2868 3.3532 -2.3138
C -4.6660 -2.6567 -0.6219
C 4.3731 1.1582 1.0559
C 5.4639 1.3027 2.1250
C 2.3810 5.7000 -5.3500
C -1.6285 1.2923 2.9272
C -5.9641 -6.2953 -0.5410
C 1.1316 4.8295 -5.5279
C 1.7526 -1.3816 2.3144
C 3.9998 -1.2931 0.7681
C 0.7608 1.4772 2.1221
C 3.3493 -2.4946 0.9676
C 1.4708 -3.8604 1.9775
C 2.1998 -2.5655 1.7461
C 3.5577 -0.0922 1.3193
C -1.2981 1.5712 5.1045
C -0.0929 1.6379 4.4872
C 2.4181 -0.1914 2.0960
C -3.9896 -3.7098 0.2619
C 3.5858 2.4615 0.9281
C -5.3576 -6.7894 -1.8625
H 5.9703 0.3523 2.2913
H -1.6213 0.8315 0.8559
H 0.4731 3.7709 -1.7173
H 1.3900 -4.0722 3.0432
H 0.4389 0.8841 1.2665
H -5.3968 -2.0855 -0.0407
H 5.0018 1.5895 3.0728
H 1.9925 -4.6843 1.4963
H 0.3927 5.4997 -5.9626
H 4.8885 -1.2765 0.1471
H -4.8182 -7.7238 -1.6985
H 0.8830 1.7770 4.9162
H 4.8479 0.9831 0.0867
H 3.7440 -3.3902 0.5030
H 0.8789 -1.3747 2.9604
H 4.2601 3.2483 0.5858
H -3.0036 -0.7012 2.4727
H 3.8503 4.6019 -6.5142
H -4.3815 -4.9173 1.9214
H 3.2135 2.7830 1.9036
H 1.3083 4.0267 -6.2438
H 2.7616 2.3890 0.2222
H -5.8600 -4.2959 1.2017
H -3.2366 1.2525 4.2381
H -3.5099 -0.4807 0.9570
H 0.9168 2.5146 1.8150
H 0.4644 -3.8104 1.5594
H 6.1953 2.0580 1.8404
H -2.8528 1.9878 1.3669
*
```

Entry 2:
C25H29ClF6N3O2SiTi as an isolated structure, computed with ωB97M-V/def2-TZVPD.

Properties
- energy above the lowest of the compared OMol25 structures with the same formula, charge and spin (kcal/mol) = 19.94
- E_tot (hartree) = -3483.047109
- Kohn-Sham gap (eV) = 6.97

```
! wB97M-V def2-TZVPD RIJCOSX def2/J DEFGRID3
* xyz 1 1
Ti 1.0497 -0.0390 0.6725
Cl 2.8429 1.1681 0.9855
Si -1.7712 -1.5158 -0.1555
F 2.8770 -1.7963 0.4014
F 3.9889 -2.8061 2.3158
F 1.2530 -2.8368 1.4609
F 2.3833 -2.5624 3.7177
F 3.5859 -0.8509 3.1204
F 2.1227 -0.1467 -1.5141
O 0.1580 2.6547 -4.7913
O -3.4270 0.6366 -4.0062
N -2.0968 2.5187 -4.6043
N 0.2680 1.6691 -0.6087
N -0.0228 -1.1818 -0.3409
C 2.2492 -3.3899 -3.1363
C -2.1053 -2.8503 1.1339
C -0.2809 -0.1045 3.1404
C 2.5661 -2.0714 -2.8386
C -0.1271 1.2123 2.6853
C 0.8100 2.0493 3.2964
C 2.0378 -1.7123 1.5117
C 0.6648 -1.9578 -1.2939
C -0.1748 1.5500 -1.8668
C 0.3833 -3.2889 -1.6082
C -2.5633 -1.8885 -1.8142
C 0.2520 2.8943 -0.0607
C 0.4667 -0.5351 4.2313
C 3.0123 -1.9856 2.6863
C -3.2621 2.0338 -3.9050
C 1.6013 1.6023 4.3437
C 1.1677 -3.9898 -2.5083
C -0.6614 2.6210 -2.6005
C 2.6436 2.4797 4.9672
C -0.3084 3.9928 -0.6812
C -2.5906 0.0794 0.4767
C 1.3870 0.3073 4.8219
C 1.7718 -1.4150 -1.9377
C -0.8319 2.5586 -4.1027
C -0.7755 3.8580 -1.9757
H -3.1367 -2.7479 1.4785
H -3.1483 2.2433 -2.8436
H -0.4313 -3.7900 -1.1008
H 0.9288 -5.0265 -2.7048
H -1.0983 -0.7167 2.7782
H 2.7681 3.4069 4.4118
H 3.5995 1.9537 4.9803
H 1.9610 -0.0384 5.6729
H -2.1706 -2.7786 -2.3043
H -1.2015 4.6995 -2.5074
H 0.7452 2.9973 0.8912
H -4.1415 2.5635 -4.2747
H 0.9011 3.0848 2.9920
H -3.5841 0.1333 0.0251
H -3.6330 -2.0475 -1.6540
H 0.2962 -1.5198 4.6402
H -2.7473 0.0734 1.5577
H -1.9901 -3.8604 0.7371
H -2.4659 -1.0579 -2.5142
H -2.0710 0.9982 0.2028
H 2.8658 -3.9502 -3.8242
H -0.1363 0.5643 -2.3137
H -3.6699 0.3958 -4.9059
H -0.3330 4.9443 -0.1690
H -2.1331 2.5082 -5.6144
H -1.4423 -2.7739 1.9968
H 3.4202 -1.5711 -3.2740
H 2.3812 2.7193 5.9985
H -0.8770 1.6322 2.0235
*
```

Entry 3:
C25H29CoNO2PS6 as an isolated structure, computed with ωB97M-V/def2-TZVPD.

Properties
- E_tot (hartree) = -5288.690087
- Kohn-Sham gap (spin up / spin down) (eV) = 6.65 / 6.65

```
! wB97M-V def2-TZVPD RIJCOSX def2/J DEFGRID3
* xyz 0 1
Co 0.2269 -0.7913 -0.8455
S -0.6779 1.1273 -0.0756
S 4.5200 0.5269 1.3983
S -1.0359 -0.8103 -2.7186
S 1.5659 -0.9705 0.9774
S 0.7262 -3.0310 -1.2924
S 1.6609 0.3735 -2.1139
P 2.6125 0.7633 1.4348
O 1.9526 1.8440 0.4651
O 2.0388 1.3122 2.8392
N -1.3510 -1.6048 0.1386
C 0.6901 1.8195 -2.3172
C -2.4040 0.5536 -0.2075
C -0.0342 -3.6059 0.2562
C 2.9201 -0.4654 4.3406
C 3.4739 3.7910 0.8134
C -3.5895 -2.7361 1.2444
C -0.7354 4.2307 -2.6543
C -0.5899 -3.5009 -2.3984
C -2.6281 -4.2287 -4.1033
C -3.5873 -1.3972 0.8918
C 1.0099 2.7145 -3.3475
C 0.3103 3.8928 -3.5132
C -0.3717 2.1703 -1.4749
C -2.4038 -2.8936 -3.8363
C 0.4701 0.1591 4.2595
C -0.8045 -4.8463 -2.6835
C 1.0069 3.9116 1.3166
C -2.4531 -3.5020 1.0343
C -1.0618 3.3689 -1.6267
C -2.4492 -0.8587 0.3111
C -1.8311 -5.2180 -3.5291
C -1.3737 -2.5004 -2.9702
C -1.3356 -2.8923 0.4930
C 2.0888 3.2912 0.4530
C 1.9037 0.6361 4.1094
H -1.2771 5.1580 -2.7821
H 0.3102 -0.2288 5.2677
H -3.0814 1.1939 0.3555
H 0.0122 3.6191 0.9765
H 2.0865 1.4330 4.8344
H -2.6809 0.5484 -1.2621
H 1.0822 4.9993 1.2596
H -0.2218 0.9857 4.0927
H 1.1232 3.6062 2.3550
H -0.1625 -4.6868 0.2436
H -0.1547 -5.5943 -2.2430
H -3.0218 -2.1340 -4.2974
H 3.9382 -0.0946 4.2450
H 4.2441 3.3048 0.2194
H -3.4324 -4.5086 -4.7723
H 3.4977 4.8659 0.6209
H 1.8926 3.5291 -0.5954
H -4.4594 -0.7754 1.0385
H 0.5782 4.5600 -4.3228
H 1.8175 2.4592 -4.0214
H 3.7025 3.6216 1.8659
H -2.4247 -4.5515 1.2918
H 0.6822 -3.3532 1.0406
H 2.7780 -0.8567 5.3503
H 2.7902 -1.2861 3.6337
H -1.8501 3.6260 -0.9277
H 0.2519 -0.6288 3.5387
H -2.0050 -6.2621 -3.7507
H -4.4754 -3.1818 1.6769
*
```

Entry 4:
C25H29GeN6O5SSe4Tc as an isolated structure, computed with ωB97M-V/def2-TZVPD.

Properties
- energy above the lowest of the compared OMol25 structures with the same formula, charge and spin (kcal/mol) = 0.00
- E_tot (hartree) = -13836.609110
- Kohn-Sham gap (spin up / spin down) (eV) = 6.16 / 6.17
- <S²> = 3.78

```
! wB97M-V def2-TZVPD RIJCOSX def2/J DEFGRID3
* xyz -1 4
Tc -0.5399 -0.8940 0.5302
Se -2.5442 -0.7709 -0.9482
Se -1.6915 -2.1614 2.2393
Se -2.9788 -3.6662 1.0212
Se -4.2955 -2.0948 -0.0671
Ge 4.2941 2.2111 0.3440
S 1.4550 3.7021 -2.9747
O -0.3251 0.9933 -1.2828
O 0.4283 -4.0828 0.9638
O 1.3450 3.7847 -4.4090
O -1.0083 0.7900 1.5101
O 2.6159 4.2998 -2.3627
N 1.2520 2.1798 -2.4561
N 1.3995 -4.7131 -0.9596
N 2.3779 -0.7111 3.6190
N 1.2139 -0.9265 1.7907
N 0.4191 -2.5202 -0.7298
N 0.5988 -1.1137 -2.5638
C -0.0160 4.3665 -2.2431
C 0.2458 0.5511 3.5543
C 0.7089 -3.7610 -0.1643
C -1.4992 2.1973 3.2914
C 0.1198 2.0508 -1.7768
C 1.5993 -3.2299 -2.7537
C 4.2051 4.0907 0.8351
C 2.3960 -1.6261 1.6490
C -0.4127 1.9496 5.4295
C 5.2233 1.9484 -1.3455
C 1.6549 -6.0053 -0.3386
C 1.2245 -0.3781 2.9927
C -1.8647 3.5059 -0.9672
C 0.3690 0.9543 4.8910
C -1.7371 5.8468 -1.5859
C 2.5333 1.4403 0.2586
C -0.5266 5.6490 -2.2430
C -2.3985 4.7905 -0.9587
C -0.6630 3.3222 -1.6238
C 3.1326 -1.4968 2.7735
C -1.3433 2.5867 4.5988
C 1.8370 -4.4247 -2.2039
C 5.3427 1.2970 1.7266
C -0.7444 1.1397 2.7376
C 0.8439 -2.2688 -1.9845
H -2.1710 6.8389 -1.5586
H 2.3881 -5.2043 -2.7144
H 1.9504 -2.9789 -3.7420
H -0.3098 2.2291 6.4691
H -2.3529 2.6658 -0.4858
H 5.4542 0.2381 1.4870
H 3.7958 4.6756 0.0076
H 1.0868 0.4586 5.5369
H 0.1943 -0.2894 -2.0757
H 5.2002 4.4651 1.0795
H 2.4069 -5.9173 0.4454
H 2.6505 -2.1356 0.7371
H 6.3356 1.7450 1.8106
H 3.5576 4.2175 1.7045
H 1.0129 -0.9416 -3.4632
H 0.7415 -6.3798 0.1146
H 4.0978 -1.8813 3.0469
H -2.2261 2.6671 2.6416
H 6.2357 2.3552 -1.3005
H -3.3401 4.9755 -0.4569
H 2.3117 0.6455 -0.4452
H -1.9548 3.3902 4.9917
H 1.9996 -6.6923 -1.1088
H 5.2828 0.8812 -1.5681
H 4.6773 2.4414 -2.1481
H 1.6590 1.9189 0.6897
H 2.6611 -0.3645 4.5165
H -0.0073 6.4645 -2.7287
H 4.8403 1.3770 2.6930
*
```

Entry 5:
C25H29N11OSn as an isolated structure, computed with ωB97M-V/def2-TZVPD.

Properties
- energy above the lowest of the compared OMol25 structures with the same formula, charge and spin (kcal/mol) = 0.00
- E_tot (hartree) = -1860.390321
- Kohn-Sham gap (eV) = 4.80

```
! wB97M-V def2-TZVPD RIJCOSX def2/J DEFGRID3
* xyz 4 1
Sn 2.2652 3.2949 0.3772
O -1.1628 -3.9355 -0.1340
N 4.5486 2.0086 3.2152
N 2.8680 -2.2185 -2.5235
N 1.4458 5.0987 1.9467
N 0.3733 2.0467 1.3142
N -1.7462 1.3460 1.4689
N 1.8878 -2.0968 -3.4357
N 1.1042 4.5337 -1.5940
N -2.0178 -6.0183 -0.2937
N -2.3302 -5.5877 0.8484
N -1.0137 0.8734 2.5026
N 1.7915 -0.2597 -2.2727
C 0.1065 5.7333 1.7717
C -0.4843 -6.3279 -4.2543
C -1.2862 -5.0243 -0.9419
C 1.2556 -0.9203 -3.2761
C -0.7291 -5.1162 -2.1814
C -1.8225 -4.2883 0.9820
C 0.1463 -4.0884 -2.6501
C 1.6598 -3.1438 -4.4017
C 2.7873 -1.0976 -1.8489
C -1.8960 -1.4117 3.2981
C -1.6368 0.0678 3.5452
C -2.6610 -4.1370 3.1990
C 0.7028 -4.1868 -3.8813
C 0.3841 -5.3189 -4.6892
C 0.5360 5.9050 -1.7493
C -0.5172 6.2430 -0.7077
C -1.0410 -6.2553 -3.0065
C -1.6026 -2.1208 2.1688
C -0.8910 2.0439 0.7731
C -2.9215 -3.4094 4.3282
C -2.0057 -3.5011 2.0953
C -2.5611 -2.0703 4.3720
C 0.2527 1.2803 2.3924
C 0.0494 6.7453 0.6322
C 3.6809 2.2024 2.4844
H -3.4154 -3.8698 5.1739
H -1.7086 -7.0242 -2.6371
H 5.3076 1.8365 3.8582
H 0.8333 -5.4052 -5.6745
H 0.3843 3.8725 -1.8742
H -0.6407 4.9470 1.6511
H 3.4621 -0.8667 -1.0413
H 0.4277 -0.5886 -3.8845
H -0.5960 7.5586 0.9590
H 1.8571 4.4334 -2.2717
H -1.1347 7.0343 -1.1299
H 2.6195 -3.6146 -4.6197
H 1.0349 7.1949 0.4775
H -0.7065 -7.1664 -4.9012
H 0.0691 5.9817 -2.7325
H -2.6114 0.5197 3.7341
H 1.2887 -2.7128 -5.3326
H -1.1684 2.5743 -0.1245
H -0.1444 6.2610 2.6923
H 0.3703 -3.2524 -2.0008
H 1.3475 6.6299 -1.7291
H -1.1119 -1.6610 1.3201
H -2.9374 -5.1808 3.1232
H -1.0329 0.1851 4.4450
H 1.4762 4.6527 2.8597
H 1.0430 1.0516 3.0919
H -2.8007 -1.4990 5.2643
H 2.1501 5.8337 1.9773
H -1.1815 5.3857 -0.5472
*
```

Entry 6:
C25H29N3O6S as an isolated structure, computed with ωB97M-V/def2-TZVPD.

Properties
- energy above the lowest of the compared OMol25 structures with the same formula, charge and spin (kcal/mol) = 638.09
- E_tot (hartree) = -1983.002044
- Kohn-Sham gap (eV) = 6.43

```
! wB97M-V def2-TZVPD RIJCOSX def2/J DEFGRID3
* xyz 0 1
S -2.7278 -0.0007 1.8865
O 2.1617 -3.7898 -1.0809
O 4.1045 0.4403 -0.1128
O -3.4646 -0.9861 3.0714
O 1.0087 0.1978 -2.3458
O -1.5509 0.7779 2.2660
O 0.3245 -1.7132 1.3409
N 3.0936 -1.6580 0.7186
N 0.8029 0.2533 0.4821
N -2.2094 -1.1805 0.7778
C 1.6627 0.1098 -3.3147
C -0.3535 3.6568 -0.7069
C 2.0326 0.6752 1.1488
C -5.3596 -0.0381 0.9196
C -5.8894 2.0890 -0.2050
C -0.0311 -0.6179 0.4028
C 0.4544 1.3463 -0.2067
C 0.7140 1.4422 -1.7586
C 3.8853 -2.3236 0.0636
C 3.1240 0.8563 -3.2150
C 3.6207 -2.9754 -2.4793
C -0.1102 2.7238 0.1618
C -4.4743 2.6623 -0.0511
C 0.5181 2.6121 -2.5410
C 3.0000 0.7528 3.7091
C -3.6626 1.9285 0.4427
C 3.2431 -2.8178 -1.2123
C 2.8647 -3.6317 -3.1889
C 1.8852 0.3611 2.7022
C 3.2397 -0.1929 0.5524
C -6.0879 0.9637 0.3979
C -1.3577 -0.7773 -0.2452
C -3.9093 0.8036 1.1941
C -0.1744 3.5328 -2.0809
C 1.8046 -4.1300 -2.3224
H -6.7270 2.5531 -0.7744
H 0.7535 -4.7103 -2.4208
H 4.1960 -3.2073 0.9984
H 2.9472 0.6104 4.6288
H 3.5962 0.4799 -2.4083
H 2.5050 1.6979 1.3053
H 4.4945 -2.1604 -2.7902
H 3.8649 0.3129 3.0737
H -0.3569 4.6928 -2.4348
H 1.8058 -1.0484 -3.3746
H -2.6696 2.4778 0.6776
H 2.6909 -3.5402 -4.2718
H 2.0157 -1.8105 1.0969
H -4.2824 3.6968 -0.6131
H -1.2427 -1.4181 -1.1373
H -2.0493 -2.2251 1.1976
H -5.5236 -0.7119 1.4702
H 1.1312 0.4259 -4.2135
H 1.0559 0.7218 3.2084
H -1.6575 0.2794 -0.4005
H -7.2010 0.6423 0.0369
H -0.1364 2.7401 1.2768
H 3.2349 2.0842 3.6122
H 3.9173 0.5620 -4.1408
H 0.4337 2.4111 -3.7004
H -0.7644 4.6257 -0.1472
H 2.9781 1.9429 -3.1998
H 4.8464 -1.9207 -0.2489
H 1.7472 -0.5674 3.0095
*
```

Entry 7:
C25H29N4O5Ru as an isolated structure, computed with ωB97M-V/def2-TZVPD.

Properties
- energy above the lowest of the compared OMol25 structures with the same formula, charge and spin (kcal/mol) = 28.69
- E_tot (hartree) = -1659.954623
- Kohn-Sham gap (spin up / spin down) (eV) = 8.06 / 7.43
- <S²> = 0.76

```
! wB97M-V def2-TZVPD RIJCOSX def2/J DEFGRID3
* xyz 0 2
Ru -0.2033 -0.0957 0.1724
O -2.3847 1.0402 1.1347
O 0.5908 2.1666 2.8887
O 0.5668 -2.8183 1.2323
O 0.1120 1.8544 0.8371
O -1.1824 -0.9784 2.4797
N 0.7039 2.5789 1.7673
N -1.6962 -1.3701 -0.2987
N -0.2170 0.0246 -1.9782
N 7.1369 -0.5284 0.2049
C 5.9875 -0.5091 0.2272
C -0.1981 -1.7205 3.2062
C -1.9551 -1.4798 -1.6361
C 3.8712 0.0970 1.3217
C 0.6580 2.2469 -2.7723
C -3.4828 -2.7057 -0.5841
C 2.4365 -1.0135 -0.7718
C 0.0731 4.4258 -3.6298
C 0.5850 5.0168 -2.4827
C 0.0392 -3.0367 2.5138
C 0.6120 -3.9974 0.4570
C -1.7546 0.1063 3.2121
C 2.4836 0.1329 1.3343
C -3.0446 -2.2992 -1.8613
C 1.1558 4.2257 -1.4928
C -2.8952 0.6415 2.3829
C 4.5412 -0.4867 0.2519
C -1.1189 -0.7298 -2.4893
C 0.1070 3.0448 -3.7709
C 0.6612 0.7448 -2.9235
C 3.8195 -1.0525 -0.7964
C -2.6299 -2.1191 0.3409
C 1.7545 -0.4121 0.2829
C -3.3582 1.5508 0.2445
C 1.1958 2.8487 -1.6431
H 0.3377 0.4947 -3.9349
H -3.4751 -2.5431 -2.8211
H -2.6530 -2.2007 1.4108
H 1.0922 -3.7447 -0.4860
H 4.3460 -1.5160 -1.6207
H 1.6594 2.2385 -0.8847
H 1.8850 -1.4639 -1.5889
H -4.0937 0.7809 -0.0155
H -3.3482 1.4935 2.9036
H -0.2897 2.5841 -4.6701
H -0.9099 -3.5849 2.4440
H 1.1943 -4.7754 0.9611
H -0.3588 5.0377 -4.4127
H -3.6660 -0.1285 2.2436
H 1.9903 0.5938 2.1753
H -1.0118 0.8751 3.3944
H -4.3191 -3.3465 -0.3515
H -3.8732 2.4087 0.6859
H -2.1468 -0.2543 4.1696
H 1.5764 4.6778 -0.6037
H -1.2373 -0.8040 -3.5683
H 0.7291 -1.1464 3.2874
H -0.3982 -4.3720 0.2579
H 0.5497 6.0922 -2.3630
H 4.4357 0.5242 2.1405
H -0.5738 -1.9312 4.2121
H -2.8318 1.8717 -0.6518
H 0.7404 -3.6363 3.1091
H 1.6798 0.3814 -2.7841
*
```